Record 1
Density functional theory data (ωB97M-V/def2-TZVPD) for the molecule C15H12N2O4.

Last column: Löwdin charge in e.
Cartesian coordinates (Å):
N  5.783  -0.193  -0.904  0.170
C  4.694  -0.183  -1.260  -0.187
C  3.351  -0.166  -1.712  -0.214
C  3.027  0.517  -2.886  -0.009
C  1.718  0.533  -3.332  -0.049
C  0.734  -0.126  -2.616  0.005
C  1.055  -0.809  -1.444  -0.104
C  -0.037  -1.485  -0.705  -0.434
O  -1.199  -1.454  -1.055  0.085
O  0.393  -2.123  0.381  0.032
C  -0.563  -2.801  1.194  -0.041
C  -1.245  -1.810  2.159  -0.459
O  -0.960  -1.750  3.332  0.086
N  -2.178  -1.051  1.554  0.082
C  -2.758  0.111  2.192  -0.079
C  -2.133  1.370  1.671  -0.252
C  -1.705  1.709  0.420  -0.025
C  -1.169  3.016  0.529  -0.061
C  -1.314  3.370  1.833  -0.121
O  -1.893  2.379  2.531  0.057
C  2.367  -0.830  -0.986  0.057
H  3.804  1.027  -3.437  0.123
H  1.465  1.060  -4.239  0.111
H  -0.292  -0.126  -2.951  0.122
H  -1.308  -3.295  0.563  0.136
H  0.007  -3.530  1.771  0.139
H  -2.291  -1.127  0.550  0.113
H  -2.572  0.034  3.266  0.132
H  -3.839  0.112  2.013  0.133
H  -1.762  1.111  -0.467  0.099
H  -0.739  3.602  -0.257  0.099
H  -1.057  4.262  2.368  0.119
H  2.618  -1.354  -0.077  0.135

SMILES = N#Cc1cccc(C(=O)OCC(=O)NCc2ccco2)c1



Record 2
Density functional theory data (ωB97M-V/def2-TZVPD) for the ion C6H14N3 with charge +1 in a non-equilibrium geometry.

Last column: Löwdin charge in e.
Cartesian coordinates (Å):
C  -1.017  -2.045  2.499  -0.002
C  -0.876  -0.818  1.691  -0.252
N  -1.648  0.169  1.806  0.234
C  0.084  -0.758  0.456  -0.097
N  -0.328  0.375  -0.368  -0.067
N  -0.648  0.140  -1.836  0.129
C  0.486  0.865  -1.508  -0.555
C  1.892  0.323  -1.688  -0.019
C  0.554  2.453  -1.547  0.015
H  -1.728  -2.874  2.049  0.163
H  -1.446  -2.060  3.529  0.117
H  -0.131  -2.576  2.484  0.057
H  -1.524  0.902  1.025  0.166
H  -2.569  0.326  2.255  0.184
H  1.086  -0.531  0.937  0.169
H  -0.124  -1.750  0.053  0.138
H  -0.474  -0.882  -2.038  0.133
H  1.872  -0.695  -1.475  0.041
H  2.447  0.822  -0.904  0.088
H  2.402  0.383  -2.709  0.130
H  1.163  2.770  -2.405  0.091
H  0.948  2.607  -0.574  0.067
H  -0.420  2.855  -1.730  0.070

SMILES = CC(=[NH2+])CN1NC1(C)C
charge = +1



Record 3
Density functional theory data (ωB97M-V/def2-TZVPD) for a cluster of 2 separate species, C21H37O4Si2 in total in a non-equilibrium geometry.

Last column: Löwdin charge in e.
Cartesian coordinates (Å):
C  -4.063  1.655  -1.570  -0.030
O  -3.681  0.452  -0.850  -0.039
C  -2.539  0.491  -0.111  -0.201
C  -2.177  -0.692  0.592  0.039
C  -1.041  -0.711  1.362  0.014
C  -0.225  0.447  1.465  -0.179
C  0.942  0.398  2.274  0.019
O  1.684  1.463  2.370  -0.036
C  2.924  1.473  3.098  0.015
C  -0.580  1.627  0.754  0.036
C  -1.720  1.651  -0.020  0.024
H  -4.992  1.382  -2.075  0.104
H  -4.240  2.494  -0.884  0.104
H  -3.303  1.939  -2.309  0.104
H  -2.820  -1.566  0.502  0.136
H  -0.720  -1.595  1.912  0.133
H  1.237  -0.533  2.784  0.159
H  3.314  2.483  2.947  0.111
H  2.740  1.288  4.166  0.100
H  3.620  0.726  2.697  0.113
H  0.049  2.513  0.816  0.135
H  -2.003  2.557  -0.567  0.119
C  -0.748  3.106  8.492  -0.159
Si  -2.129  1.894  8.182  0.438
C  -3.570  2.174  9.320  -0.150
C  -2.666  1.807  6.402  -0.151
O  -1.537  0.351  8.589  -0.140
C  -0.480  -0.199  7.901  -0.284
C  -0.737  -1.029  6.836  -0.306
O  -2.032  -1.363  6.542  -0.146
Si  -2.827  -2.675  7.282  0.436
C  -4.252  -1.941  8.221  -0.149
C  -3.393  -3.759  5.880  -0.160
C  -1.613  -3.540  8.402  -0.141
C  0.340  -1.568  5.956  -0.138
C  1.694  -1.570  6.658  -0.190
C  1.956  -0.254  7.389  -0.192
C  0.890  0.014  8.445  -0.127
H  -1.118  4.116  8.264  0.038
H  -0.433  3.095  9.545  0.047
H  0.141  2.929  7.871  0.030
H  -3.992  3.169  9.112  0.040
H  -4.365  1.431  9.176  0.034
H  -3.268  2.148  10.375  0.043
H  -3.053  2.800  6.127  0.035
H  -1.848  1.559  5.713  0.029
H  -3.467  1.071  6.250  0.038
H  -4.790  -2.758  8.726  0.040
H  -3.923  -1.222  8.982  0.031
H  -4.956  -1.433  7.549  0.040
H  -3.905  -4.645  6.282  0.039
H  -4.097  -3.225  5.228  0.036
H  -2.554  -4.102  5.260  0.031
H  -2.129  -4.397  8.861  0.042
H  -0.731  -3.926  7.870  0.037
H  -1.261  -2.888  9.214  0.045
H  0.094  -2.589  5.618  0.121
H  0.390  -0.926  5.056  0.096
H  1.721  -2.396  7.381  0.122
H  2.495  -1.757  5.930  0.106
H  2.949  -0.278  7.856  0.116
H  1.962  0.569  6.662  0.102
H  1.000  1.032  8.851  0.107
H  1.027  -0.695  9.284  0.136

charge = +1



Record 4
Density functional theory data (ωB97M-V/def2-TZVPD) for the ion C2H9N2S with charge +1 in a non-equilibrium geometry.

Last column: Löwdin charge in e.
Cartesian coordinates (Å):
C  -1.011  -1.051  -0.128  -0.017
C  0.031  0.065  -0.158  -0.400
N  -0.440  1.473  0.329  0.270
N  1.200  -0.435  0.564  -0.527
S  2.642  -0.254  -0.155  0.792
H  -0.712  -1.645  0.744  0.090
H  -1.170  -1.724  -1.009  0.113
H  -2.027  -0.564  -0.145  0.098
H  0.613  0.385  -1.132  0.141
H  0.335  1.879  0.747  0.134
H  -1.121  1.377  1.096  0.182
H  -0.852  1.866  -0.432  0.122
H  1.075  -0.939  1.386  0.063
H  2.682  -1.531  -0.794  -0.061

SMILES = C[C@@H]([NH3+])NS
charge = +1



Record 5
Density functional theory data (ωB97M-V/def2-TZVPD) for a cluster of 2 separate species, C12H19F7NO3 in total.

Last column: Löwdin charge in e.
Cartesian coordinates (Å):
O  -1.283  1.715  -0.547  0.220
C  -1.493  2.835  -0.236  -0.479
O  -0.524  3.744  0.069  0.193
C  0.189  4.336  -0.958  -0.692
F  -0.495  5.343  -1.477  0.212
F  0.456  3.466  -1.933  0.191
F  1.309  4.777  -0.443  0.220
O  -2.711  3.370  0.025  0.186
C  -3.662  3.266  -0.983  -0.487
F  -3.080  3.481  -2.190  0.159
F  -4.206  2.031  -1.008  0.166
C  -4.761  4.313  -0.750  -0.267
F  -4.175  5.523  -0.570  0.107
F  -5.451  3.980  0.367  0.111
H  -5.422  4.367  -1.617  0.179
C  1.784  0.604  0.872  -0.078
C  1.452  -0.078  -0.461  -0.207
C  0.727  -1.413  -0.412  -0.117
N  1.501  -2.637  0.028  -0.269
C  2.681  -2.845  -0.856  0.022
C  1.910  -2.597  1.478  -0.094
C  0.645  -2.950  2.230  -0.137
C  0.066  -4.097  1.391  -0.123
C  0.563  -3.839  -0.041  -0.075
H  2.757  0.311  1.266  0.071
H  1.825  1.683  0.733  0.076
H  1.024  0.402  1.630  0.084
H  2.341  -0.137  -1.090  0.111
H  0.761  0.573  -0.997  0.094
H  0.384  -1.659  -1.417  0.138
H  -0.153  -1.350  0.226  0.138
H  3.367  -2.012  -0.742  0.107
H  2.340  -2.918  -1.886  0.121
H  3.174  -3.766  -0.561  0.112
H  2.667  -3.371  1.604  0.145
H  2.344  -1.635  1.720  0.112
H  -0.035  -2.099  2.261  0.113
H  0.850  -3.238  3.257  0.129
H  -1.018  -4.145  1.444  0.122
H  0.449  -5.054  1.742  0.121
H  -0.232  -3.604  -0.742  0.132
H  1.136  -4.676  -0.428  0.131

charge = +1



| no. | E_tot (Eh) |
| --- | --- |
| 1 | -989.2801 |
| 2 | -400.9296 |
| 3 | -1702.1880 |
| 4 | -588.9831 |
| 5 | -1447.9854 |